{"formula": "C4H22N8O7", "method": "ωB97M-V with the def2-TZVPD basis set", "symbols": ["N", "C", "N", "O", "H", "H", "H", "H", "N", "C", "N", "O", "H", "H", "H", "H", "N", "C", "N", "O", "H", "H", "H", "H", "N", "C", "N", "O", "H", "H", "H", "H", "O", "H", "H", "O", "H", "H", "O", "H", "H"], "positions_angstrom": [[5.65368, -0.91124, -3.43518], [6.54627, -1.23034, -2.58441], [7.50520, -1.88363, -3.15677], [6.69326, -0.78110, -1.46396], [4.90639, -0.39352, -2.99515], [5.50733, -1.52090, -4.22701], [8.33360, -2.03398, -2.59887], [7.30958, -2.48230, -3.94634], [-1.79160, -3.94944, -4.13602], [-1.16454, -4.02845, -3.02657], [0.07654, -4.30441, -3.35294], [-1.49028, -3.68621, -1.96006], [-2.74910, -3.62954, -4.16685], [-1.53406, -4.56113, -4.89734], [0.36041, -4.26227, -4.32132], [0.67911, -3.90629, -2.64690], [1.74730, -2.16493, 4.65190], [2.90781, -2.39525, 4.26049], [3.11167, -1.55757, 3.26291], [3.73049, -3.14535, 4.76163], [1.15909, -1.43935, 4.26767], [1.46074, -2.57899, 5.52741], [4.05493, -1.62211, 2.90772], [2.47226, -0.81908, 3.00622], [-6.04651, 6.53212, 0.68882], [-4.90631, 6.41811, 0.06254], [-4.85866, 7.28397, -0.92526], [-4.01611, 5.61851, 0.28656], [-6.75608, 7.23191, 0.52483], [-6.11794, 5.75517, 1.33019], [-3.96526, 7.37474, -1.38754], [-5.72744, 7.67576, -1.25968], [-2.30516, 2.10864, 4.46968], [-2.26648, 2.75985, 3.76921], [-2.69366, 2.57506, 5.20979], [-0.49498, 1.24579, -0.35384], [-1.09667, 1.98826, -0.29965], [-1.05760, 0.49399, -0.53954], [-4.76923, -1.97794, 2.98588], [-4.28048, -2.35178, 2.25267], [-4.12751, -1.44478, 3.45510]], "forces_ev_per_a": [[-5.3, 1.6, -2.3], [2.7, 1.3, 3.2], [4.0, -3.4, -1.5], [-0.8, 0.4, 1.2], [-0.5, -0.2, -0.7], [-0.4, 0.5, 0.1], [-0.2, -0.4, -0.2], [0.5, 0.1, 0.2], [-5.8, 0.1, -5.3], [2.1, 0.5, -0.8], [5.0, -1.4, 0.9], [-2.1, 1.1, 4.6], [0.0, -0.3, 0.2], [-0.1, 0.3, 0.1], [0.2, 0.2, 0.5], [0.6, -0.5, -0.3], [-8.1, -0.3, 4.7], [4.5, -0.3, -0.6], [3.2, 1.1, -3.4], [0.2, -0.5, -0.2], [0.2, -0.4, 0.3], [-0.2, 0.1, -0.2], [-0.3, 0.6, -0.5], [0.6, -0.3, -0.1], [-2.2, -1.6, 2.9], [1.5, -0.4, -1.1], [1.0, 2.0, -2.5], [0.2, -0.4, 0.8], [0.3, -0.4, 0.3], [-1.0, 0.5, 0.3], [-0.5, 0.1, -0.3], [0.7, 0.2, -0.3], [0.1, -0.3, 0.0], [0.0, 0.2, -0.2], [-0.1, 0.1, 0.2], [0.3, 0.0, 0.0], [-0.1, 0.2, 0.0], [-0.1, -0.2, -0.1], [-0.2, 0.0, 0.1], [0.1, -0.1, -0.2], [0.1, 0.2, 0.2]], "relative_energy_kcal_mol": 105.14, "smiles": "NC(N)=O.NC(N)=O.NC(N)=O.NC(N)=O.O.O.O", "gap_ev": 9.66, "mol_weight_g_mol": 294.269, "homo_ev": -9.42, "charge": 0}